{"formula": "C10H11N3O", "method": "the ωB97M-V functional and the def2-TZVPD basis", "largest_force_ha_per_bohr": 0.075, "smiles": "N#Cc1cncc(OC[C@H]2CCN2)c1", "e_above_lowest_kcal_mol": 81.8, "e_tot_ha": -627.0456, "e_homo_ha": -0.3304, "gap_ev": 9.26, "elements": ["O", "N", "N", "N", "C", "C", "C", "C", "C", "C", "C", "C", "C", "C", "H", "H", "H", "H", "H", "H", "H", "H", "H", "H", "H"], "xyz": [[0.35833, -0.07637, 0.15524], [2.71314, 1.22707, -0.58665], [-1.60134, -2.34170, 2.03589], [-4.24020, -3.28961, -1.79141], [0.32470, 0.61242, -1.11955], [-2.56948, -2.22594, -0.11637], [2.85016, 2.18955, 0.49816], [-0.70757, -1.53204, 1.64312], [-1.60905, -1.33101, -0.53793], [-2.52700, -2.76711, 1.13723], [-0.62888, -0.93178, 0.39895], [1.34641, 1.62449, -0.89072], [1.39263, 2.59250, 0.29171], [-3.45372, -2.69624, -1.15366], [1.37487, 3.72320, 0.06918], [3.55131, 2.88578, 0.14035], [-3.21144, -3.47175, 1.52919], [-1.47222, -1.08293, -1.57998], [1.42472, 2.28234, -1.73508], [0.69505, 2.61626, 1.07856], [2.76788, 0.27988, -0.12202], [-0.60883, 1.18689, -1.08831], [0.57010, 0.04558, -1.98428], [3.32126, 1.65569, 1.39692], [-0.06085, -1.17517, 2.33147]], "forces_ev_per_a": [[0.1, -0.6, -0.6], [1.1, -3.7, 0.1], [-2.5, -2.5, -0.1], [1.9, 1.7, 1.1], [-0.5, 1.3, 2.9], [0.0, -0.3, -1.6], [0.7, -1.7, 1.0], [0.1, 1.7, -1.6], [2.3, 0.9, 0.8], [0.8, 0.9, 1.4], [-1.8, -1.1, -1.8], [1.6, 2.3, -0.4], [0.2, 3.3, 0.5], [-2.5, -2.3, -0.5], [-0.1, -1.6, -0.5], [0.8, 1.5, 0.1], [-0.7, -0.6, -0.1], [-0.5, 0.2, 0.0], [-0.3, 0.0, -1.1], [-0.9, -1.1, 1.2], [-0.4, 1.2, -1.2], [-0.3, -0.6, -0.9], [-0.3, -0.9, -0.6], [-1.2, 1.2, -0.7], [2.4, 0.8, 2.4]]}